Molecular formula: C4H7NO
Method: DFT, ωB97M-V/def2-TZVPD

The relative energy (zero: lowest compared OMol25 entry of this formula, charge and spin) is 549.5 kJ/mol. The value obtained for the energy is -7793.949 eV. The calculation puts the HOMO energy (alpha / beta) at -0.3396 / -0.3395 hartree.

Geometry as ORCA input:
```
! RIJCOSX wB97M-V def2-TZVPD def2/J DEFGRID3
* xyz 0 1
C -0.9622 -0.5032 1.0414
C 0.0752 0.0195 0.0724
C 1.2947 0.4521 0.5691
N 0.4675 -1.0064 -0.8892
C -0.6961 0.8262 -1.1932
O -0.5460 1.8433 -1.7623
H -1.8545 -0.8228 0.4944
H -0.5539 -1.3759 1.5604
H -1.2479 0.2613 1.7700
H 2.0791 0.7765 -0.1089
H 1.5016 0.5343 1.6354
H 1.1592 -0.6139 -1.5377
H -0.7168 -0.3909 -1.6518
*
```

***

Molecular formula: C24H28N2O10
Method: DFT, ωB97M-V/def2-TZVPD

The relative energy (zero: lowest compared OMol25 entry of this formula, charge and spin) is 1476.4 kJ/mol. The value obtained for the energy is -48777.192 eV. The calculation puts the HOMO energy at -0.3022 hartree.

Geometry as ORCA input:
```
! RIJCOSX wB97M-V def2-TZVPD def2/J DEFGRID3
* xyz 0 1
C 4.0387 0.5606 0.0185
O 2.8004 0.4122 -0.9095
C 2.1330 -0.6698 -0.6220
C 2.6833 -1.7720 0.0994
C 1.6642 -2.8309 0.4648
C 0.3903 -2.7249 0.0290
C -0.0019 -1.8180 -1.0123
C -1.3571 -1.8015 -1.5481
O -2.0576 -2.6929 -1.6343
O -1.8531 -0.3606 -1.4925
C -3.2142 -0.2792 -2.0233
C -3.2414 0.9588 -2.8499
O -4.4752 1.4599 -2.9995
N -2.2184 1.5598 -2.9760
C -1.9388 2.7249 -3.6762
C -1.9896 3.8657 -2.3849
N -1.0154 3.5018 -1.1042
C 0.2593 3.9042 -1.0629
O 0.7849 4.5465 -1.8514
C 1.0534 3.0744 0.0259
O 0.2346 2.0949 0.6248
C 0.5645 1.2153 1.4788
O 1.9357 1.4342 1.7917
C -0.2667 0.2811 2.0710
C -1.5025 0.1443 1.5220
C -2.4019 -0.9771 1.9486
C -1.8173 -1.7979 2.5678
C -0.5794 -2.0332 3.1411
O 0.0648 -3.1973 3.4187
C -0.7478 -4.3326 3.8752
C 0.4557 -0.9566 2.7015
O 1.8266 -0.7820 3.0013
C 2.3511 -1.8612 3.8511
C 0.8870 -0.7814 -1.2235
O 0.4804 0.3651 -2.0581
C 1.2489 0.7156 -2.9166
H 4.7682 -0.2070 -0.3606
H 3.8800 0.4718 0.9829
H 4.5463 1.4211 -0.0970
H 3.3872 -1.7529 0.7014
H 1.9919 -3.6865 0.8671
H -0.5485 -3.3711 0.0783
H -3.5200 -1.1581 -2.9645
H -4.0915 -0.3504 -1.2453
H -1.4045 1.1644 -2.4214
H -2.7999 3.2319 -4.1997
H -0.8392 3.1007 -4.0311
H -1.4607 4.8717 -2.5702
H -2.9656 4.0780 -1.9340
H -1.2695 2.7012 -0.6973
H 1.0770 3.9013 0.8622
H 2.0653 2.8184 -0.2014
H -2.0419 1.1055 1.0729
H -3.3671 -0.6943 1.5506
H -2.4349 -2.6608 2.7516
H -0.0817 -5.0007 4.1764
H -1.1183 -4.6897 2.7663
H -1.6035 -3.9702 4.2238
H 3.3222 -1.1503 3.9125
H 2.4933 -2.5866 3.4104
H 1.8442 -1.5963 4.7376
H 0.8433 0.9719 -3.8430
H 2.3451 0.1706 -3.2875
H 1.8040 1.7163 -2.5269
*
```

***

Molecular formula: C19H40Cl10O5
Method: DFT, ωB97M-V/def2-TZVPD

The relative energy (zero: lowest compared OMol25 entry of this formula, charge and spin) is 1212.7 kJ/mol. The value obtained for the energy is -155798.758 eV. The calculation puts the HOMO energy at -0.3039 hartree.

Geometry as ORCA input:
```
! RIJCOSX wB97M-V def2-TZVPD def2/J DEFGRID3
* xyz 0 1
C 1.9997 -0.5375 -3.5208
C 1.4464 0.6519 -4.2230
C 0.7480 -0.0320 -5.3885
O 1.1457 -1.3922 -5.3749
C 2.3310 -1.3834 -4.6545
H 1.3244 -1.0167 -2.8120
H 2.8252 -0.2860 -2.8550
H 2.2615 1.2803 -4.5820
H 0.8296 1.3531 -3.6609
H 1.0334 0.3967 -6.3492
H -0.3397 0.0144 -5.3350
H 3.2389 -1.1184 -5.1962
H 2.5838 -2.3578 -4.2363
C -3.6670 -0.0144 3.4650
C -2.9030 0.8017 2.4984
C -1.4247 0.6491 2.9339
O -1.4282 -0.5431 3.6978
C -2.6960 -1.2035 3.6562
H -4.6189 -0.4970 3.2433
H -3.8371 0.4967 4.4126
H -3.2602 1.8296 2.4363
H -3.0389 0.4192 1.4868
H -1.1795 1.4564 3.6240
H -0.7838 0.7042 2.0540
H -2.8285 -1.7683 4.5790
H -2.7643 -1.9051 2.8248
C 1.8745 3.2728 -0.6224
C 2.4404 2.6974 0.6967
C 2.2587 1.2320 0.5881
O 2.1046 0.9161 -0.7813
C 2.1310 2.1332 -1.6418
H 2.2956 4.2101 -0.9861
H 0.7931 3.4097 -0.6198
H 1.9209 3.0553 1.5856
H 3.5141 2.8292 0.8301
H 1.3109 0.9741 1.0605
H 3.0140 0.6415 1.1066
H 1.5297 2.1068 -2.5505
H 3.1529 2.2128 -2.0126
C 1.8623 -1.1557 1.9684
C 2.7998 -2.4324 1.9458
O 2.1483 -3.6813 2.0392
O 1.4393 -0.8454 3.2331
H 0.9885 -1.2620 1.3255
H 2.4700 -0.3642 1.5300
H 3.5333 -2.4280 2.7520
H 3.3245 -2.3856 0.9915
H 1.8672 -3.8149 2.9473
H 0.6471 -1.3241 3.4877
C -0.4898 -0.1357 -0.1475
Cl 0.9154 -0.6321 -1.1968
Cl -1.0030 -1.5020 0.8134
H -0.2365 0.7076 0.4950
H -1.2621 0.1155 -0.8746
C -3.7009 1.5431 -1.1323
Cl -3.8322 0.5906 -2.5515
Cl -3.7157 3.2675 -1.4132
H -4.4803 1.2762 -0.4187
H -2.7508 1.3427 -0.6371
C -1.3003 -3.6352 1.3084
Cl -3.0646 -3.3693 1.5043
Cl -0.8239 -5.3166 1.6864
H -1.0026 -3.3659 0.2950
H -0.7602 -3.0430 2.0470
C -0.3184 3.4605 2.3073
Cl -1.1168 3.1363 3.9128
Cl -0.8177 2.2954 1.0989
H -0.6952 4.4264 1.9709
H 0.7711 3.4298 2.3035
C -1.2306 -1.9924 -2.5579
Cl -1.5811 -3.5344 -1.6395
Cl -2.3641 -1.9161 -3.8884
H -1.3335 -1.1250 -1.9060
H -0.2245 -2.0189 -2.9764
*
```